1.
This record from OMol25 describes a structure of composition C42H36N2P2SSiTc. The level of theory is wB97M-V/def2-TZVPD.

Kohn-Sham gap (alpha / beta) = 6.762 / 6.604 eV
total charge = +2
spin multiplicity = 2
highest occupied orbital energy (alpha / beta) = -13.94 / -13.96 eV
expectation value of S² = 0.770

```
85
Properties=species:S:1:pos:R:3:forces:R:3
Tc 0.4672 -0.5821 0.2102 0.9048 -0.2298 0.2062
C -1.5906 1.0360 -2.3442 0.0019 -0.0205 -0.0149
Si -0.1681 1.3433 -1.1885 -0.1124 -0.0399 0.0019
C -0.6160 2.7337 0.0011 -0.0222 -0.0393 0.0963
C -1.4507 3.8021 -0.3258 0.0495 -0.0177 0.0126
C -1.7024 4.8051 0.6003 0.0030 0.0106 0.0075
C -1.1299 4.7653 1.8673 -0.0037 0.0057 -0.0025
C -0.3042 3.7124 2.2225 0.0053 -0.0296 -0.0247
C -0.0758 2.7011 1.2932 0.0503 0.0939 -0.1076
P 0.9347 1.2714 1.6191 -0.3513 -0.2807 0.1214
C 0.0671 0.0094 2.5765 -0.1287 0.2595 0.1713
C -1.2712 0.1406 2.9709 -0.0055 0.0668 0.0351
C -1.8572 -0.8501 3.7297 0.0204 -0.0255 -0.0027
C -1.1446 -2.0012 4.0568 -0.0052 0.0191 -0.0104
C 0.1585 -2.1756 3.6187 0.0188 0.0047 -0.0237
C 0.7755 -1.1683 2.8871 -0.0309 -0.0943 -0.1549
C 2.4381 1.7185 2.4856 0.0130 0.0459 -0.0621
C 3.3970 2.4349 1.7651 -0.0033 0.0131 0.0360
C 4.5458 2.8710 2.4012 0.0022 -0.0077 -0.0033
C 4.7365 2.5965 3.7506 -0.0061 0.0014 -0.0177
C 3.7803 1.8922 4.4675 0.0033 -0.0056 -0.0106
C 2.6248 1.4508 3.8398 0.0086 -0.0358 -0.0074
C 1.3624 1.7410 -2.2010 0.0562 -0.0467 -0.0517
C 1.6315 2.9838 -2.7737 0.0410 0.0063 0.0226
C 2.7234 3.1490 -3.6145 -0.0392 0.0250 0.0193
C 3.5623 2.0794 -3.9055 0.0137 -0.0688 0.0106
C 3.3165 0.8345 -3.3499 -0.0050 0.0412 0.0261
C 2.2198 0.6768 -2.5053 0.0924 0.0680 0.0314
P 1.8330 -0.8850 -1.7116 -0.4737 0.0522 -0.4393
C 3.2886 -1.4938 -0.8527 0.0374 0.1214 0.0597
C 3.9610 -2.6728 -1.1632 -0.0269 -0.0740 0.0345
C 5.0568 -3.0474 -0.4016 -0.0130 -0.0284 -0.0173
C 5.4743 -2.2673 0.6704 0.0179 0.0079 0.0182
C 4.8115 -1.0888 0.9813 -0.0406 0.0009 0.0073
C 3.7254 -0.6988 0.2140 -0.0539 -0.0754 -0.0072
C 1.2811 -2.0961 -2.9155 -0.0006 0.0256 0.0052
C 1.0596 -1.7140 -4.2364 0.0312 -0.0406 0.0134
C 0.5715 -2.6433 -5.1460 0.0224 0.0532 0.0258
C 0.3017 -3.9380 -4.7360 -0.0063 -0.0364 0.0330
C 0.5121 -4.3171 -3.4136 -0.0057 0.0037 -0.0541
C 0.9957 -3.4006 -2.5006 0.0066 0.0541 0.0089
H -1.6715 1.8762 -3.0374 -0.0161 0.0475 -0.0274
H -2.5314 0.9387 -1.8036 -0.0359 -0.0250 0.0057
H -1.4370 0.1351 -2.9393 0.0065 -0.0329 -0.0279
H -1.9027 3.8606 -1.3071 -0.0382 0.0100 -0.0443
H -2.3472 5.6314 0.3336 -0.0129 0.0129 -0.0088
H -1.3313 5.5547 2.5771 -0.0101 0.0330 0.0153
H 0.1491 3.6775 3.2059 0.0039 -0.0041 0.0090
H -1.8282 1.0283 2.6978 0.0048 0.0119 0.0171
H -2.8787 -0.7299 4.0572 -0.0325 -0.0003 0.0367
H -1.6136 -2.7726 4.6526 -0.0244 -0.0217 0.0163
H 0.7042 -3.0761 3.8626 0.0103 -0.0216 0.0047
H 1.8216 -1.2678 2.6026 0.0009 0.0096 0.0548
H 3.2403 2.6590 0.7146 0.0037 0.0156 -0.0146
H 5.2894 3.4279 1.8495 0.0271 0.0205 -0.0171
H 5.6329 2.9410 4.2462 0.0312 0.0120 0.0179
H 3.9302 1.6929 5.5191 -0.0032 -0.0088 0.0303
H 1.8767 0.9097 4.4053 0.0009 0.0107 -0.0043
H 0.9932 3.8327 -2.5601 -0.0203 0.0215 0.0061
H 2.9254 4.1186 -4.0481 0.0007 0.0286 -0.0105
H 4.4103 2.2189 -4.5610 0.0193 0.0077 -0.0168
H 3.9746 0.0016 -3.5649 0.0201 -0.0251 -0.0056
H 3.6409 -3.2880 -1.9939 -0.0017 0.0127 0.0007
H 5.5918 -3.9539 -0.6479 0.0165 -0.0174 -0.0040
H 6.3301 -2.5750 1.2551 0.0184 -0.0047 0.0098
H 5.1464 -0.4643 1.7987 0.0159 0.0158 0.0311
H 3.2470 0.2547 0.4088 0.0508 0.0193 -0.0334
H 1.2690 -0.7022 -4.5566 -0.0033 0.0218 -0.0253
H 0.4035 -2.3528 -6.1731 -0.0021 0.0173 -0.0255
H -0.0777 -4.6581 -5.4472 -0.0116 -0.0252 -0.0164
H 0.2932 -5.3263 -3.0964 -0.0076 -0.0439 0.0069
H 1.1379 -3.6967 -1.4680 -0.0050 -0.0033 0.0116
C -5.0766 -2.5490 2.8532 0.0108 -0.0175 -0.0155
C -3.9038 -3.0966 2.1069 -0.0355 0.0070 0.0094
C -3.5699 -4.4477 2.1363 -0.0103 0.0359 0.0137
C -2.4736 -4.8598 1.4065 0.0224 0.0128 -0.0341
N -1.7469 -4.0066 0.6783 0.0894 0.0346 0.0915
C -2.1567 -2.7547 0.7264 -0.1393 0.0339 0.1994
S -1.2891 -1.6819 -0.4177 0.0510 0.1564 -0.1553
N -3.1722 -2.2327 1.3867 -0.0204 -0.1237 -0.1184
H -5.7539 -3.3398 3.1653 -0.0158 -0.0080 -0.0046
H -5.6101 -1.8331 2.2316 -0.0124 0.0178 0.0005
H -4.7401 -2.0239 3.7486 -0.0031 0.0160 0.0238
H -4.1590 -5.1556 2.7002 -0.0271 -0.0154 0.0157
H -2.1665 -5.8974 1.3868 0.0185 -0.0279 -0.0103
```
Forces are in eV/Å.

2.
This record from OMol25 describes a structure of composition C35H52BrN3OP2Zr. The level of theory is wB97M-V/def2-TZVPD.

Kohn-Sham gap = 3.278 eV
total charge = +4
highest occupied orbital energy = -17.75 eV

```
95
Properties=species:S:1:pos:R:3:forces:R:3
C -3.9882 -0.3356 -1.7555 -0.0027 0.1324 0.1227
C -2.8426 -1.1615 -1.6619 0.0481 0.9750 -1.6891
C -2.5149 -1.9964 -2.7573 0.1659 0.1709 -0.0594
C -3.3479 -1.9724 -3.8893 0.4798 -0.1888 0.9213
N -4.4082 -1.1716 -3.9391 -0.4281 -0.0673 -0.6206
C -4.7654 -0.3905 -2.9252 0.5187 -0.1160 0.9433
C -2.0070 -1.0959 -0.5138 -1.9709 -1.4090 1.1355
C -1.8878 -1.2743 0.7198 0.3863 0.5780 -1.6173
C -1.5838 -2.0343 1.8785 0.8162 -0.1945 0.5693
C -0.4325 -1.6935 2.6359 0.5728 0.4462 0.8511
C -0.0382 -2.4877 3.7318 0.1692 1.2193 -1.4112
C -0.7633 -3.6466 3.9137 0.3380 -1.8405 2.5099
C -1.9294 -4.0260 3.2315 -0.0097 0.7162 -0.6479
C -2.3090 -3.2100 2.1721 0.2624 -0.0749 -0.3030
Zr 0.1696 -0.3347 0.6228 0.6865 1.5059 -1.8136
P -0.0135 1.2907 -1.7024 -0.5889 0.9999 -2.3204
H -1.6100 -2.6104 -2.7203 -0.4241 0.0648 -0.1060
H -4.2231 0.3546 -0.9394 -0.1059 -0.2961 -0.3158
H -3.1191 -2.6341 -4.7408 -0.3196 0.5253 0.3473
H -5.6813 0.2190 -2.9905 0.5219 -0.3914 -0.2553
H -3.1202 -3.4511 1.4936 -0.1704 -0.0878 0.3491
H 0.1660 -0.7114 2.4599 -1.0751 -1.5638 2.5157
H -2.5261 -4.9116 3.4935 0.5233 0.3844 -0.0589
H 0.8058 -2.1948 4.3692 -0.4186 -0.3682 -0.2935
C 1.3018 2.5496 -2.0056 0.6317 0.0387 1.1834
C 1.6219 3.0478 -3.4160 -0.1040 0.0875 -0.5104
H 2.2187 2.1401 -1.5580 -0.0013 0.2218 -0.0371
H 1.0016 3.4012 -1.3815 0.1762 -0.0943 0.0439
H 2.4672 3.7422 -3.3307 -0.1198 -0.2108 0.0521
H 1.9233 2.2552 -4.1112 -0.0605 0.1339 0.2296
H 0.8109 3.6232 -3.8791 0.1596 -0.2913 0.2359
C -0.0243 0.3798 -3.3135 0.4500 -1.1223 0.4843
C -0.7259 0.9224 -4.5581 -0.1832 0.2797 -0.3661
H -0.4463 -0.6086 -3.0861 0.1655 0.0958 -0.1962
H 1.0379 0.2158 -3.5352 -0.1215 -0.0769 -0.0205
H -0.5400 0.2071 -5.3711 -0.0781 0.0988 0.2372
H -1.8158 1.0047 -4.4502 0.2918 -0.0121 0.0834
H -0.3350 1.8827 -4.9160 -0.1006 -0.2925 0.2649
C -1.5555 2.2838 -1.8543 -0.5875 -0.3808 1.0142
C -1.6171 3.5480 -2.7130 0.0302 0.3051 -0.3542
H -1.8353 2.5435 -0.8235 -0.1558 0.0831 -0.1224
H -2.3060 1.5610 -2.1999 0.0706 0.1753 0.0963
H -2.6226 3.9700 -2.5901 0.2339 -0.0590 0.0729
H -0.9014 4.3223 -2.4132 -0.1624 -0.2238 0.0098
H -1.5035 3.3660 -3.7884 0.0667 -0.0685 0.3998
Br -0.1178 -4.7899 5.3414 -0.5736 0.7070 -1.0292
P 2.3578 -1.5944 -0.2535 0.5517 -0.6370 -0.1499
C 3.1527 -1.2218 -1.8615 -0.4616 0.6212 -0.4793
C 4.6468 -1.5135 -1.9346 0.4861 -0.2620 0.1385
H 2.9620 -0.1517 -2.0465 0.1605 -0.2080 0.0371
H 2.6113 -1.7504 -2.6595 -0.0289 0.0104 0.3057
H 5.0511 -1.1823 -2.8977 -0.2201 0.0160 0.1555
H 5.2025 -0.9849 -1.1543 -0.0304 -0.0829 -0.1566
H 4.8684 -2.5839 -1.8563 -0.0996 0.2342 0.0272
C 3.6067 -1.3863 1.0817 -0.1880 0.5201 0.2880
C 4.4465 -2.6124 1.4200 0.3379 -0.4409 0.0872
H 3.0505 -1.0674 1.9788 0.0861 -0.0871 0.0294
H 4.2510 -0.5306 0.8292 -0.2193 -0.1377 -0.1025
H 5.0905 -2.3902 2.2804 -0.1954 0.0310 -0.1941
H 3.8252 -3.4708 1.6974 0.1346 0.1276 -0.0715
H 5.1109 -2.9049 0.5978 -0.2424 0.0959 0.1587
C 1.7863 -3.3414 -0.2672 -0.5128 -0.0338 0.2075
C 2.6608 -4.2999 -1.0709 0.3364 -0.3536 -0.2098
H 0.7660 -3.3238 -0.6861 0.1534 -0.0703 -0.0281
H 1.6684 -3.6911 0.7701 0.1033 0.1872 -0.1390
H 2.2167 -5.3021 -1.0665 -0.0103 0.2474 0.0249
H 2.7509 -3.9902 -2.1171 -0.0008 -0.0728 0.1923
H 3.6650 -4.4032 -0.6449 -0.2317 0.1031 -0.0925
C -4.2022 5.4595 4.2150 -0.0134 0.1397 -0.1507
C -3.2891 4.9568 5.3073 0.0801 -0.5012 0.3832
N -1.9520 4.5687 4.8255 0.9262 -0.7975 -1.0590
C -0.8715 5.5443 5.0952 -0.3080 -0.1415 -0.1575
C -0.3300 5.4108 6.5067 0.0900 0.0808 0.0986
C -1.8707 3.4383 4.0590 -1.7182 1.5686 1.2070
O -2.8947 2.8090 3.7692 1.0879 -0.3661 -0.2200
C -0.5511 2.9252 3.5424 -0.1992 -0.1086 -0.0770
C 0.7308 3.2286 4.0306 -0.2371 -0.4325 -0.3600
C 1.8392 2.7012 3.3714 0.5130 -0.1966 -0.2939
C 1.6560 1.8388 2.2997 -0.1979 -0.1047 0.3768
N 0.4099 1.4083 1.9384 -0.1519 0.5570 -0.2328
C -0.6902 1.9872 2.5255 1.0788 -0.2421 -0.3194
H -3.7513 6.3036 3.6881 -0.0974 -0.0155 -0.0195
H -5.1290 5.7969 4.6769 -0.0343 0.0355 -0.1013
H -4.4288 4.6551 3.5130 -0.0224 0.2139 0.0539
H -3.1056 5.7161 6.0756 -0.2358 -0.2264 -0.1056
H -3.7247 4.0583 5.7621 0.0397 0.3230 0.1007
H -0.0778 5.4315 4.3494 -0.2888 0.2656 0.0054
H -1.3077 6.5447 4.9614 0.1949 -0.2826 -0.1259
H -0.0732 4.3749 6.7484 0.0105 0.0371 0.0098
H 0.5628 6.0327 6.6206 -0.1667 -0.0169 0.1105
H -1.0806 5.7343 7.2322 0.1880 -0.0479 -0.0107
H 0.8634 3.8580 4.9048 0.0227 -0.2106 -0.1397
H 2.8520 2.9578 3.7012 -0.3973 -0.0917 -0.2513
H 2.4865 1.4470 1.7114 0.0012 0.0413 0.2596
H -1.6581 1.6778 2.1321 -0.0760 0.1972 0.4660
```
Forces are in eV/Å.

3.
This record from OMol25 describes a cluster of 2 separate species, CFNO2 in total. The level of theory is wB97M-V/def2-TZVPD.

Kohn-Sham gap (alpha / beta) = 7.971 / 7.860 eV
total charge = 0
highest occupied orbital energy (alpha / beta) = -11.03 / -10.63 eV

```
5
Properties=species:S:1:pos:R:3:forces:R:3
C -0.8838 -0.0592 -0.0602 -0.7027 0.2715 -0.5163
N 0.3016 -0.3738 0.1529 0.6947 1.3344 0.7539
O -1.9341 0.4117 -0.0175 0.0744 0.0569 0.1115
O 1.0785 -1.2669 -0.0760 0.6165 -1.3659 -0.3694
F 1.4378 1.2882 0.0007 -0.6831 -0.2969 0.0203
```
Forces are in eV/Å.

4.
This record from OMol25 describes a cluster of 2 separate species, C2H5ClNO2S in total. The level of theory is wB97M-V/def2-TZVPD.

Kohn-Sham gap (alpha / beta) = 6.481 / 6.479 eV
total charge = -1
highest occupied orbital energy (alpha / beta) = -2.91 / -2.91 eV

```
12
Properties=species:S:1:pos:R:3:forces:R:3
C -0.2880 -0.1363 -1.7575 0.4595 2.7245 0.3272
C -0.4597 0.7860 -0.5383 2.6918 0.9993 0.0083
N -1.7666 1.2789 -0.5012 -1.5752 -0.8976 0.4285
O -2.8052 -1.8757 0.7691 -0.4313 1.0358 -0.8740
O -4.6546 -0.2867 0.3284 1.0520 -0.4457 -0.3766
S -3.4288 -0.9206 -0.1647 -0.0517 0.2262 1.1102
Cl -1.8516 2.3628 0.8592 -0.1995 0.1550 0.2596
H 0.8171 -0.1027 -1.9043 -0.8480 -0.9022 -0.3806
H -0.7957 -1.0697 -1.6350 0.1125 -0.7133 -0.1164
H -0.7888 0.5198 -2.5051 0.3849 -0.9909 -0.2112
H 0.0458 0.3761 0.3753 -0.9249 -0.3661 -0.0541
H 0.2741 1.6769 -0.7044 -0.6703 -0.8251 -0.1208
```
Forces are in eV/Å.

Taking the records one at a time from the top gives F_max values of 0.96; 3.15; 1.68; 2.87 eV/A.
Taking the records one at a time from the top gives energy above the lowest of the compared OMol25 structures with the same formula, charge and spin values of 0.0; 0.0; 79.2; 58.8 kcal/mol.
Taking the records one at a time from the top gives total energy values of -3182.32669; -4906.55682; -342.98231; -1142.78993 Ha.